Record 1
Density functional theory data (ωB97M-V/def2-TZVPD) for 2 unconnected molecules or ions with the total composition CHN3OS.

Results
**E_tot**: -676.24799 hartree
**LUMO level (spin up / spin down)**: 0.68 / -2.78 eV
**Kohn-Sham gap (spin up / spin down)**: 6.1 / 8.1 eV
**HOMO (spin up / spin down)**: -5.379 / -10.864 eV
**Charge**: 0
**ΔE to the lowest compared entry with this formula, charge and spin**: 19.7 kcal/mol
**<S²>**: 2.007
**Spin multiplicity**: 3

Structure (XYZ):
```
7
Properties=species:S:1:pos:R:3:forces:R:3:lowdin_spin:R:1
C -1.17987 -0.77430 0.18907 -0.8 0.7 -0.1 0.113
N -0.00004 -0.71631 0.13189 -1.0 0.8 0.4 0.315
N 0.41444 1.46932 0.15411 -1.2 2.5 -0.6 0.009
N -0.46999 2.01066 -0.21986 1.4 -0.5 0.6 0.000
O -2.31283 -0.55314 0.20358 -1.9 -0.5 0.1 0.132
S 1.49385 -1.36112 -0.10342 4.6 -2.5 -0.8 1.321
H 2.05444 -0.07511 -0.35537 -1.1 -0.4 0.3 0.109
```
Forces are in eV/Å.

=====

Record 2
Density functional theory data (ωB97M-V/def2-TZVPD) for CH4NO3P in the gas phase.

Results
**E_tot**: -662.35272 hartree
**LUMO level**: -0.68 eV
**Kohn-Sham gap**: 9.5 eV
**HOMO**: -10.164 eV
**Charge**: 0
**ΔE to the lowest compared entry with this formula, charge and spin**: 29.6 kcal/mol

Structure (XYZ):
```
10
Properties=species:S:1:pos:R:3:forces:R:3:lowdin_charge:R:1
C 0.09690 0.29439 0.73062 3.0 2.6 0.5 -0.062
N -0.76215 0.53898 -0.16679 -5.0 0.6 -1.4 0.069
O 2.91106 -0.20340 1.07447 0.0 0.5 0.0 -0.315
O 1.62552 -1.25232 -0.82398 -0.1 0.4 -0.9 -0.186
O 1.82080 1.29699 -0.85577 0.4 0.7 -0.7 -0.289
P 1.98752 0.11832 -0.01967 -1.4 -2.9 1.4 0.245
H 0.04215 0.95542 1.67853 -0.7 -1.7 -1.1 0.132
H -1.70872 1.02124 0.02623 2.1 -0.7 0.1 0.164
H 1.83901 -2.11209 -0.44195 0.3 0.5 0.3 0.075
H -0.82979 0.26707 -1.19162 1.4 -0.2 1.8 0.166
```
Forces are in eV/Å.

=====

Record 3
Density functional theory data (ωB97M-V/def2-TZVPD) for a molecular structure, C30H51HgN2O2P2.

Results
**E_tot**: -2269.42931 hartree
**LUMO level (spin up / spin down)**: -4.04 / -3.00 eV
**Kohn-Sham gap (spin up / spin down)**: 5.8 / 6.6 eV
**HOMO (spin up / spin down)**: -9.832 / -9.632 eV
**Charge**: +1

Structure (XYZ):
```
88
Properties=species:S:1:pos:R:3:forces:R:3:lowdin_charge:R:1
C 2.20377 -1.25074 -0.63187 0.1 0.1 -0.5 -0.335
C 1.37553 0.73659 -1.54285 0.1 0.3 -0.3 -0.356
C 3.09887 -1.36968 -1.69809 0.2 0.1 -0.1 -0.022
C 2.03586 0.51213 -2.76318 0.2 -0.9 0.5 -0.023
C 2.95934 -0.53105 -2.80362 0.1 0.3 -0.1 -0.027
H 3.90685 -2.09353 -1.65038 -0.2 -0.1 -0.1 0.121
H 1.82393 1.13579 -3.62095 0.3 0.2 0.1 0.116
H 3.61997 -0.61596 -3.67352 -0.3 -0.2 0.3 0.123
N 1.34320 -0.22696 -0.57940 0.9 0.4 0.2 0.064
P 0.62549 -2.60950 1.28035 -0.3 -0.5 -0.4 0.981
P 0.08857 2.41219 0.28462 0.6 0.5 0.1 1.128
C 2.24095 -2.30853 0.47872 0.2 -0.3 -0.1 -0.243
H 2.62339 -3.27557 0.10215 -0.2 0.5 -0.1 0.100
H 2.95631 -2.01994 1.26141 -0.2 0.2 -0.1 0.098
C 0.83395 2.10152 -1.35152 -4.3 -3.1 -0.3 -0.208
H 0.07490 2.27352 -2.14315 1.0 0.5 -0.1 0.056
C -1.64902 3.38302 0.33556 1.0 -0.3 -0.5 -0.644
C 1.58064 3.58565 0.47541 -0.5 0.1 0.5 -0.675
C -0.40237 -3.63140 0.10608 -0.2 -0.3 0.2 -0.674
C 0.93491 -3.37465 2.94457 0.0 -0.3 0.2 -0.692
C -2.70367 2.51382 1.05422 0.5 0.0 -0.3 -0.103
H -2.39057 2.26532 2.07142 0.0 0.0 0.0 0.068
H -3.63482 3.09078 1.10659 0.1 -0.1 0.0 0.094
H -2.90392 1.58981 0.50816 0.0 0.2 0.2 0.031
C -1.50060 4.68001 1.12137 0.0 0.3 0.1 -0.094
H -1.16924 4.47867 2.15157 -0.1 0.1 -0.3 0.088
H -0.81240 5.38679 0.63779 -0.3 -0.2 0.3 0.064
H -2.48946 5.16679 1.17923 0.3 -0.1 0.0 0.099
C -2.09054 3.63515 -1.10189 -0.2 0.0 0.3 -0.097
H -3.03447 4.18551 -1.06774 -0.1 0.0 -0.2 0.098
H -1.36869 4.22477 -1.67221 -0.1 -0.1 0.0 0.082
H -2.27639 2.67948 -1.59791 0.0 0.2 0.0 0.035
C 1.60669 4.13809 1.88536 0.5 0.5 0.4 -0.091
H 1.34314 3.37514 2.62648 0.1 0.2 -0.1 0.065
H 2.63350 4.46583 2.10062 -0.3 0.1 0.2 0.095
H 0.92928 4.98732 2.00503 0.2 -0.1 0.1 0.066
C 2.87818 2.78003 0.24713 -0.2 -0.1 -0.1 -0.081
H 2.92043 1.90723 0.90509 0.1 0.2 0.0 0.065
H 2.96957 2.43948 -0.78701 0.1 0.1 0.2 0.069
H 3.74287 3.42608 0.43243 -0.2 0.0 0.2 0.099
C 1.44629 4.67456 -0.60259 0.2 0.4 -0.3 -0.081
H 0.93736 4.31054 -1.51276 0.3 0.3 0.4 0.059
H 0.90177 5.55862 -0.24571 0.3 -0.2 -0.1 0.074
H 2.44992 4.97911 -0.92589 -0.2 0.2 0.1 0.094
C -0.41612 -3.64449 3.63667 -0.1 0.0 0.1 -0.081
H -0.21377 -4.06131 4.63671 -0.1 0.1 -0.3 0.102
H -0.99630 -2.71711 3.77479 0.2 -0.3 -0.1 0.086
H -1.04115 -4.36782 3.09399 0.2 0.2 0.2 0.069
C 1.75391 -2.41961 3.83598 0.0 0.2 0.0 -0.085
H 2.72449 -2.16606 3.38854 -0.2 0.0 0.2 0.082
H 1.22250 -1.48831 4.06677 0.1 -0.2 -0.1 0.063
H 1.95215 -2.93490 4.79263 -0.1 0.2 -0.4 0.104
C 1.75511 -4.66434 2.80282 0.0 -0.2 0.1 -0.083
H 2.63090 -4.51391 2.15738 -0.1 -0.1 0.2 0.084
H 2.11463 -4.93619 3.80398 0.0 0.0 -0.3 0.097
H 1.16636 -5.50308 2.41964 0.2 0.2 0.1 0.066
C -0.13424 -3.16671 -1.33814 0.2 0.1 0.0 -0.089
H 0.89525 -3.39275 -1.66116 -0.4 0.1 0.1 0.089
H -0.82497 -3.69599 -2.01390 0.2 0.1 0.3 0.098
H -0.31151 -2.08816 -1.45893 0.1 -0.3 0.1 0.046
C -1.89989 -3.37866 0.42276 0.3 0.0 -0.3 -0.094
H -2.16719 -2.34638 0.17638 0.0 -0.4 0.1 0.021
H -2.49772 -4.05172 -0.20432 0.1 0.1 0.1 0.098
H -2.15091 -3.56052 1.46576 0.0 -0.1 0.0 0.064
C -0.08548 -5.12557 0.22722 -0.2 -0.3 -0.2 -0.087
H 0.98574 -5.33653 0.10681 -0.2 0.0 0.0 0.086
H -0.43966 -5.54839 1.17946 0.2 0.2 -0.3 0.076
H -0.62165 -5.65393 -0.57656 0.2 0.1 0.2 0.098
Hg -0.23623 -0.40648 1.47719 0.1 1.1 0.0 0.983
C 1.22760 0.84535 2.96529 1.3 0.9 1.4 -0.435
O 2.45716 0.83734 2.93861 -1.7 -0.7 -0.9 0.031
N -2.03858 -0.27602 -0.49838 -0.4 0.6 -2.7 0.153
C -2.19611 -0.03955 -1.63531 1.7 0.5 1.9 -0.136
C -2.37637 0.24466 -3.10115 -0.6 -0.4 0.0 -0.530
C -1.67151 1.39784 -3.84345 0.3 0.4 -0.1 -0.039
C -1.91280 -1.07094 -3.75080 0.3 -0.7 -0.1 -0.043
C -3.88958 0.49694 -3.10445 -1.1 0.0 0.1 -0.037
H -1.89389 2.40021 -3.46094 0.1 -0.4 0.0 0.070
H -0.58397 1.28118 -3.94378 -0.3 -0.1 0.3 0.068
H -2.05620 1.39567 -4.87827 0.0 -0.2 0.4 0.108
H -2.24656 -1.96106 -3.19546 0.0 0.4 -0.1 0.086
H -2.19425 -1.24174 -4.79394 -0.2 0.5 0.1 0.102
H -0.81484 -1.06136 -3.72880 -0.2 -0.2 0.0 0.084
H -4.29102 1.05116 -3.95509 0.4 -0.3 -0.3 0.097
H -4.40210 -0.46373 -3.03583 -0.2 0.1 0.0 0.097
H -4.19816 1.09795 -2.23150 0.2 -0.2 -0.2 0.093
O -0.79674 1.42641 4.23893 -0.2 -0.3 -0.7 0.049
C 0.05435 1.03685 3.47276 0.2 0.4 0.7 -0.395
```
Forces are in eV/Å.

=====

Record 4
Density functional theory data (ωB97M-V/def2-TZVPD) for 2 unconnected molecules or ions with the total composition C7H16ClOP.

Results
**E_tot**: -1153.05147 hartree
**LUMO level**: 0.71 eV
**Kohn-Sham gap**: 9.5 eV
**SMILES**: CC(C)P(O)Cl.C=C(C)C
**HOMO**: -8.828 eV
**Charge**: 0
**ΔE to the lowest compared entry with this formula, charge and spin**: 15.6 kcal/mol

Structure (XYZ):
```
26
Properties=species:S:1:pos:R:3:forces:R:3:lowdin_charge:R:1
C -2.94781 -0.26791 1.87834 -1.4 -1.4 2.3 -0.184
C -2.55963 -1.85870 -0.17228 1.2 1.3 1.9 -0.116
C 2.30693 -0.30322 -1.86165 -1.3 -1.4 3.1 -0.086
C 1.91486 2.17961 -1.43521 2.4 0.8 -0.4 -0.081
C 3.01987 0.69325 0.20853 -0.9 -1.9 0.7 -0.001
C -2.32465 -0.47820 0.55388 0.1 0.9 -2.0 -0.644
C 2.40002 0.85708 -0.96710 2.2 1.1 2.1 -0.498
O -0.06192 -0.97011 1.75427 -3.2 3.3 0.7 -0.301
P -0.46768 -0.04515 0.43090 -1.4 -2.5 -0.1 0.541
Cl -0.45007 1.72939 1.27162 0.0 1.8 0.8 0.356
H -4.01785 0.07022 1.80167 0.9 -0.4 -0.1 0.088
H -2.97901 -1.22735 2.52694 0.3 1.5 -0.9 0.104
H -2.41712 0.51822 2.41512 -0.1 -0.1 0.3 0.020
H -3.59613 -1.84888 -0.59042 0.8 -0.8 0.8 0.084
H -2.19026 -2.59520 0.65730 -1.3 0.6 -2.0 0.106
H -1.83523 -1.79931 -0.99306 -0.3 -0.7 -0.1 0.035
H 3.26268 -0.66196 -2.03709 1.7 -0.9 -0.8 0.065
H 1.71317 -1.09217 -1.30904 0.7 0.6 -0.7 0.079
H 1.76364 -0.08243 -2.68902 -1.3 0.5 -2.8 0.040
H 1.14278 1.82342 -2.04702 -1.5 1.0 -1.4 0.049
H 2.70966 2.87177 -1.93444 -1.3 -1.7 0.2 0.125
H 1.60555 2.79942 -0.63222 -0.8 0.3 0.8 0.036
H 3.08714 1.30412 1.08349 0.0 1.3 -0.2 0.051
H 0.55925 -1.57582 1.56076 3.6 -3.2 -1.0 -0.027
H 3.19464 -0.34045 0.56815 0.3 0.3 -0.7 0.068
H -2.83283 0.30037 -0.04244 0.5 -0.1 -0.5 0.092
```
Forces are in eV/Å.